# 1
A cluster of 2 separate species, C3H9BrSSi in total at a distorted geometry. Source: the Open Molecules 2025 dataset; level of theory: ωB97M-V/def2-TZVPD.

Output
energy relative to the best compared isomer or geometry (same formula, charge and spin): 509.23 kJ/mol
HOMO-LUMO gap (alpha / beta): 8.0 / 3.7 eV
HOMO level (alpha / beta): -8.200 / -5.905 eV
E_tot: -3381.28289 Ha
lowest unoccupied orbital energy (alpha / beta): -0.20 / -2.23 eV

The geometry in ORCA input format:
```
! wB97M-V def2-TZVPD RIJCOSX def2/J DEFGRID3
* xyz 0 1
C 0.86 1.69 1.02
C 0.23 -1.48 1.20
C -0.10 -0.41 -1.52
Si 0.20 0.11 0.25
S -5.59 0.17 0.42
Br -3.62 -0.08 -0.35
H 0.78 1.68 2.17
H 1.97 1.87 0.97
H 0.39 2.67 0.76
H -0.15 -1.42 2.25
H -0.27 -2.35 0.75
H 1.33 -1.75 1.28
H -0.68 0.33 -2.07
H 0.92 -0.53 -2.02
H -0.67 -1.36 -1.56
*
```

# 2
The molecule C5H10O. Source: the Open Molecules 2025 dataset; level of theory: ωB97M-V/def2-TZVPD.

Output
structure (SMILES): CC[C@@]1(C)CO1
energy relative to the best compared isomer or geometry (same formula, charge and spin): 105.40 kJ/mol
HOMO-LUMO gap: 11.1 eV
HOMO level: -10.100 eV
E_tot: -271.71247 Ha
lowest unoccupied orbital energy: 0.99 eV

The geometry in ORCA input format:
```
! wB97M-V def2-TZVPD RIJCOSX def2/J DEFGRID3
* xyz 0 1
C 1.84 0.03 0.48
C 0.85 0.39 -0.63
C -0.59 0.05 -0.31
C -0.86 -1.30 0.30
C -1.57 1.12 -0.11
O -1.49 0.43 -1.35
H 1.90 -1.06 0.62
H 1.56 0.48 1.44
H 2.85 0.38 0.23
H 1.13 -0.14 -1.55
H 0.92 1.46 -0.85
H -0.36 -2.10 -0.25
H -0.51 -1.34 1.34
H -1.94 -1.50 0.30
H -1.24 2.17 -0.14
H -2.47 0.94 0.47
*
```

# 3
The molecule C6H10O at a distorted geometry. Source: the Open Molecules 2025 dataset; level of theory: ωB97M-V/def2-TZVPD.

Output
structure (SMILES): C=CCCCC=O
energy relative to the best compared isomer or geometry (same formula, charge and spin): 180.25 kJ/mol
HOMO-LUMO gap: 9.9 eV
HOMO level: -8.905 eV
E_tot: -309.77372 Ha
lowest unoccupied orbital energy: 1.01 eV

The geometry in ORCA input format:
```
! wB97M-V def2-TZVPD RIJCOSX def2/J DEFGRID3
* xyz 0 1
C 1.21 1.35 0.03
C -0.10 1.56 0.22
C -1.32 0.81 -0.23
C -1.19 -0.65 0.28
C -0.05 -1.38 -0.42
C 1.36 -1.01 0.00
O 1.74 -0.95 1.15
H 1.82 1.45 0.92
H 1.79 1.08 -0.84
H -0.27 2.24 1.05
H -1.48 0.79 -1.31
H -2.20 1.27 0.24
H -1.02 -0.67 1.36
H -2.14 -1.18 0.10
H -0.07 -2.45 -0.18
H -0.17 -1.29 -1.51
H 2.08 -0.98 -0.85
*
```

# 4
A structure of composition C35H46AlF4IN4O5SSi. Source: the Open Molecules 2025 dataset; level of theory: ωB97M-V/def2-TZVPD.

Output
energy relative to the best compared isomer or geometry (same formula, charge and spin): 23.63 kJ/mol
HOMO-LUMO gap: 8.2 eV
HOMO level: -8.121 eV
E_tot: -3584.17005 Ha
lowest unoccupied orbital energy: 0.07 eV

The geometry in ORCA input format:
```
! wB97M-V def2-TZVPD RIJCOSX def2/J DEFGRID3
* xyz 0 1
Al 0.07 1.55 -0.38
C 0.41 -0.10 -2.82
N 0.40 1.34 -2.45
C -0.56 2.05 -3.32
C 1.76 1.91 -2.61
C 2.68 1.37 -1.53
N 1.94 1.45 -0.28
C 2.53 1.17 0.92
C 1.77 1.39 2.09
F 0.54 1.96 1.93
C 2.21 1.11 3.35
F 1.39 1.35 4.39
C 3.48 0.60 3.57
C 4.27 0.43 2.45
F 5.51 -0.04 2.59
C 3.83 0.71 1.17
F 4.70 0.53 0.16
H 0.75 -0.22 -3.85
H 1.06 -0.66 -2.15
H -0.60 -0.50 -2.71
H -0.28 1.92 -4.37
H -1.56 1.65 -3.16
H -0.57 3.11 -3.07
H 2.15 1.69 -3.61
H 1.66 2.99 -2.51
H 3.00 0.35 -1.76
H 3.58 1.99 -1.52
H 3.84 0.37 4.56
I -8.34 2.42 -0.21
C -6.30 2.78 -0.43
C -5.87 3.90 -1.13
C -4.51 4.13 -1.27
C -3.59 3.24 -0.72
C -4.03 2.12 -0.03
C -5.39 1.88 0.13
C -2.13 3.52 -0.91
O -1.72 4.57 -1.34
O -1.35 2.51 -0.57
H -6.59 4.59 -1.55
H -4.14 5.00 -1.79
H -3.31 1.41 0.37
H -5.74 1.01 0.67
N -2.23 7.13 2.71
C -1.41 6.68 2.05
C -0.37 6.11 1.23
C 0.45 6.92 0.45
C 1.43 6.32 -0.31
C 1.55 4.94 -0.27
N 0.75 4.15 0.44
C -0.18 4.74 1.19
H 0.31 7.99 0.44
H 2.11 6.90 -0.93
H 2.33 4.43 -0.84
H -0.82 4.09 1.78
C -0.96 -1.86 3.43
C -0.03 -2.94 2.87
C 1.42 -2.58 3.16
C -0.39 -4.29 3.47
O -0.21 -3.10 1.45
Si 0.04 -2.20 0.11
S -0.90 -0.33 0.37
O 1.63 -2.01 -0.23
C 2.58 -3.03 -0.65
C 2.20 -4.41 -0.13
C 2.62 -3.04 -2.18
C 3.92 -2.61 -0.09
O -0.60 -3.04 -1.14
C -1.83 -3.76 -1.33
C -2.98 -3.08 -0.59
C -1.63 -5.18 -0.81
C -2.09 -3.76 -2.82
H -0.92 -1.88 4.52
H -1.98 -2.04 3.10
H -0.66 -0.87 3.08
H 1.54 -2.33 4.22
H 1.73 -1.72 2.56
H 2.09 -3.42 2.93
H -0.23 -4.29 4.55
H 0.23 -5.07 3.02
H -1.44 -4.53 3.27
H 1.25 -4.75 -0.55
H 2.11 -4.41 0.96
H 2.98 -5.13 -0.41
H 1.61 -3.18 -2.58
H 3.25 -3.86 -2.53
H 3.03 -2.11 -2.57
H 3.90 -2.62 1.00
H 4.18 -1.61 -0.43
H 4.70 -3.30 -0.42
H -2.83 -3.12 0.49
H -3.92 -3.59 -0.83
H -3.07 -2.03 -0.88
H -1.34 -5.16 0.24
H -0.85 -5.68 -1.38
H -2.55 -5.75 -0.91
H -2.25 -2.74 -3.18
H -2.98 -4.35 -3.06
H -1.23 -4.18 -3.35
*
```